{
  "formula": "C4H5NO2",
  "method": "ωB97M-V with the def2-TZVPD basis set",
  "de_lowest_kj_mol": 264.2,
  "lumo_ev": 0.900,
  "gap_ev": 9.752,
  "e_homo_ev": -8.9,
  "smiles": "O=CN1CC=CO1",
  "charge": 0,
  "species": ["O", "C", "N", "C", "C", "C", "O", "H", "H", "H", "H", "H"],
  "xyz": [[-2.5337, -0.9153, -0.1730], [-1.4180, -1.3488, 0.0063], [-0.3485, -0.6145, 0.4974], [-0.3852, 0.8594, 0.3683], [1.0031, 1.1164, -0.1187], [1.6194, -0.0239, -0.3603], [0.8823, -1.1402, -0.0456], [-1.1167, -2.3916, -0.1569], [-1.1779, 1.1647, -0.3395], [-0.5797, 1.3638, 1.3233], [1.4411, 2.0912, -0.2181], [2.6139, -0.1611, -0.7832]]
}